(1)
A 15-piece molecular cluster, C27H44Cl42N3O overall, computed with ωB97M-V/def2-TZVPD.

The geometry in XYZ format:
```
117
Properties=species:S:1:pos:R:3:mulliken_charge:R:1
Cl 6.3643 -1.0091 3.1120 -0.03
Cl 4.8098 -1.9519 0.7685 -0.16
Cl -3.8090 1.9472 3.7011 0.00
Cl 2.7599 -6.8922 -8.0233 -0.07
Cl -1.0253 -0.0708 6.0002 -0.01
Cl 2.7713 -9.7999 -7.9472 -0.09
Cl -0.9942 -5.8700 0.4711 -0.15
Cl -4.6178 0.8894 1.1081 -0.12
Cl -1.4746 -0.2764 9.9042 -0.10
Cl 4.9511 -8.3739 -9.2333 -0.10
Cl -4.8223 4.4453 6.4844 -0.13
Cl 3.5631 -7.7266 -4.5538 -0.10
Cl -3.2664 -2.4528 10.6165 -0.12
Cl -2.8605 -0.4053 13.2432 -0.10
Cl 6.0787 -7.0859 -5.8630 -0.08
Cl 4.0296 -10.7818 -5.5578 -0.02
Cl 3.8517 -0.9110 -4.2815 -0.02
Cl 6.9181 -1.4051 5.9395 -0.12
Cl 2.7473 0.0605 1.3118 -0.10
Cl 5.7135 -6.4924 -3.0395 -0.10
Cl -2.4985 5.3251 4.9748 -0.19
Cl 4.5791 0.3289 -1.7569 -0.03
Cl 6.3397 1.2592 4.9311 -0.12
Cl 2.2950 -2.7041 2.0295 -0.13
Cl -1.6206 8.2274 4.7123 -0.03
Cl 0.2428 0.6529 3.4640 0.02
Cl -1.2364 -3.4031 1.9914 -0.01
Cl -3.2222 -1.4350 7.8927 -0.13
Cl -3.5110 2.2224 14.3040 -0.12
Cl 6.6027 -1.0332 -3.3325 -0.13
Cl -4.4408 1.4760 11.6592 -0.11
Cl -0.3212 -5.8318 3.3002 -0.12
Cl -3.2308 10.6374 4.4805 -0.12
Cl -3.0531 -0.7435 2.9570 -0.04
Cl -6.1111 8.7124 10.3636 -0.12
Cl -0.8630 2.7075 5.1761 0.00
Cl -4.6841 7.1810 5.5272 -0.07
Cl -0.9778 10.5656 6.3164 -0.12
Cl 5.9885 -12.6666 -4.5228 -0.11
Cl -3.8232 7.5885 8.9672 -0.13
Cl 4.8157 -10.6840 -2.7502 -0.12
Cl -5.5501 5.8661 10.5496 -0.10
O -4.4242 4.9449 -6.1096 -0.38
N 1.7226 -2.3310 -5.3813 0.03
N 3.0487 -2.5901 -7.3774 -0.43
N 3.5807 -3.9543 -5.4914 0.06
C 1.2267 -2.1625 -2.9351 -0.79
C -1.6082 9.9950 4.7662 -0.03
C -4.0677 0.8894 13.2867 0.05
C -0.6306 1.0032 -1.5904 -0.44
C -5.4804 7.2974 9.5145 0.12
C -4.6389 5.1140 -4.7057 -0.47
C 0.5452 -0.7353 -3.2021 0.07
C -0.2605 2.1507 -2.6374 -0.51
C 3.2199 -8.3716 -8.8850 -0.10
C 3.5134 -1.4321 1.8633 0.05
C 5.3153 -7.6056 -4.3547 0.15
C -3.7512 5.8073 6.1329 0.25
C 2.7755 -3.0073 -6.0216 -0.19
C -2.7259 3.3459 -4.2687 -0.14
C -0.9995 3.5104 -2.2735 -0.87
C 1.1055 -3.0665 -4.2345 -0.62
C -0.0584 1.1351 5.1439 -0.34
C -4.2969 0.5057 2.8053 -0.16
C 4.5372 -11.7309 -4.1506 -0.07
C -1.6440 4.2282 -3.5277 -0.69
C -0.3263 -4.9055 1.7964 0.23
C -3.3060 5.7182 -6.5892 -0.63
C -3.0493 -1.0210 9.6043 0.29
C -4.2117 3.7875 -3.9411 -0.76
C -0.6744 -0.4424 -2.2254 -0.71
C 5.1253 -0.0638 -3.3914 -0.14
C 7.0829 -0.3030 4.5680 -0.05
H -0.0030 -3.1286 -4.4487 0.36
H -0.7080 -1.1736 -1.3813 0.32
H 2.2930 -2.0553 -2.5994 0.29
H 3.9526 -1.2520 2.8376 0.29
H 5.6985 -8.5885 -4.0994 0.11
H -4.1792 6.0404 -4.2727 0.32
H 0.9804 -2.2614 -6.0930 0.35
H -4.8949 2.9830 -4.3379 0.34
H 4.4354 -3.7710 -4.9727 0.21
H -5.2121 0.1236 3.2464 0.33
H -0.8719 4.6149 -4.2541 0.29
H 0.0681 1.0776 -0.7105 0.13
H 1.3230 0.0671 -3.1424 0.04
H 5.3433 0.8605 -3.9178 0.36
H -6.1006 7.1181 8.6411 0.24
H 3.3296 -4.9389 -5.6947 0.01
H -3.7199 6.5658 -7.1995 0.26
H -1.6578 1.2394 -1.1930 0.33
H 0.6603 -2.6414 -2.0871 0.45
H 0.9003 1.2241 5.6451 0.36
H 1.4503 -4.1180 -4.0873 0.37
H -3.8196 -0.3046 9.8595 0.04
H -2.1477 5.1553 -3.1167 0.33
H -4.4037 3.8820 -2.8404 0.29
H -4.9792 0.4897 13.7195 0.30
H -2.7506 5.0524 -7.3094 0.22
H 3.7393 -12.4236 -3.9016 0.34
H -2.6346 6.0914 -5.7723 0.29
H -0.4516 1.8109 -3.6910 0.31
H -1.6279 -0.6047 -2.8093 0.24
H -2.6087 2.2569 -3.9935 0.16
H -1.7991 3.3580 -1.4973 0.30
H 8.1406 -0.1434 4.3831 0.34
H 2.6816 -8.3982 -9.8273 0.39
H -0.9550 10.3566 3.9785 0.32
H -2.5893 3.4131 -5.3793 0.24
H -3.2647 6.1043 7.0539 0.11
H 0.7005 -4.6517 1.5489 0.04
H 0.0977 -0.7355 -4.2406 0.18
H 4.0430 -2.7798 -7.5253 0.34
H -0.2215 4.1631 -1.7779 0.41
H 0.8585 2.2922 -2.5563 0.37
H 2.4620 -3.0931 -8.0463 0.31
H -5.7535 5.2215 -4.5617 0.33
```

Values from the calculation:
* spin multiplicity: 1
* LUMO energy: -4.504 eV
* charge: +1
* HOMO energy: -10.799 eV
* orbital gap: 6.3 eV

(2)
C27H44O25Rb2 as an isolated structure, computed with ωB97M-V/def2-TZVPD.

The geometry in XYZ format:
```
98
Properties=species:S:1:pos:R:3:mulliken_spin:R:1
Rb 0.9899 5.3434 2.5544 0.54
Rb -2.6612 4.6310 0.9042 0.75
O 0.3816 -0.8944 5.8896 0.00
O 3.4479 -3.6128 -3.5199 0.00
O -2.1650 -3.1176 4.3116 0.00
O -0.3939 1.0532 -7.2652 0.00
O 3.9178 5.6383 0.4583 -0.01
O 1.3442 1.7882 -5.9189 0.00
O -1.7120 -0.1445 5.9828 0.00
O -1.9961 -5.0334 3.1492 0.00
O -1.4589 -2.2359 -2.9639 0.00
O -0.8415 2.4497 2.1291 -0.17
O 1.5727 -1.2263 0.8785 0.00
O 5.2857 -4.3201 -4.4153 0.00
O -2.3912 -0.6207 -4.3787 0.00
O -6.3907 0.9972 1.8353 0.00
O -1.3184 -1.8079 7.2809 0.00
O 2.8905 0.3793 -1.1714 0.00
O 1.5154 1.9032 -8.0249 0.00
O -2.0861 -0.2090 -2.2439 0.00
O -6.2928 -0.5523 3.4971 0.00
O 5.3271 -2.3827 -3.2069 0.00
O 3.3601 6.5335 -1.5073 -0.01
O -4.6173 -0.3144 2.2917 0.00
O 5.2454 7.1727 -0.6494 0.00
O 0.1563 4.0264 0.0770 -0.12
O -2.4018 -4.9369 5.3408 0.00
C -1.8438 -2.2552 3.2666 0.00
C -2.3671 -6.3275 5.6263 0.00
C 2.0146 0.8470 -0.3513 0.00
C 0.7034 2.8935 0.2933 0.09
C -2.0148 -1.0368 -3.2701 0.00
C -0.7891 -0.9625 6.3175 0.00
C 2.5666 -2.5636 -2.8605 0.00
C -1.3466 -3.2278 -3.9663 0.00
C -0.6399 -2.9344 7.7784 0.00
C 1.2930 -0.0209 0.6195 -0.01
C -1.9532 -0.5969 -0.8968 -0.02
C -7.6402 -0.5588 3.7352 0.00
C 1.2896 1.7932 -9.4456 0.00
C -5.8546 0.1634 2.4892 -0.01
C -2.1418 -4.4534 4.1444 0.00
C 4.1786 6.3547 -0.4980 -0.02
C -0.0228 1.9352 1.4268 -0.16
C 0.6705 1.6821 -4.7197 0.00
C 6.5412 -4.2358 -5.0275 0.00
C -1.4323 1.0021 5.1450 0.00
C 6.2378 7.0667 0.3396 0.00
C 4.7556 -3.3502 -3.6823 0.00
C 0.7117 1.5048 -7.0756 0.00
C 0.4082 0.4997 1.5007 0.04
C 2.0705 5.9300 -1.5040 0.00
C -3.6387 0.5318 1.7149 0.00
C 1.7012 2.1927 -0.5412 0.01
H 0.0098 0.8156 -4.7486 0.00
H 1.4326 6.2898 -2.3113 0.01
H 1.3708 1.4913 -3.9066 0.00
H -3.3316 -6.6175 6.0430 0.00
H -3.6225 1.5473 2.1106 0.05
H -2.2748 -6.9462 4.7336 0.00
H 2.6021 -1.6327 -3.4265 0.00
H 2.8556 -2.4459 -1.8161 0.00
H -2.2425 1.2372 4.4548 0.01
H -7.9207 -1.2882 4.4951 0.00
H 0.0029 -0.0037 2.3660 0.01
H -0.8388 -2.8314 8.8451 0.00
H -1.5239 -2.7992 -4.9527 0.00
H 2.0440 4.8492 -1.3652 -0.01
H -0.6027 0.7720 4.4765 0.00
H 1.5141 -2.8439 -2.9027 0.00
H 6.2097 6.1258 0.8891 0.00
H 7.1338 7.1472 -0.2758 0.00
H -1.0419 -3.8708 7.3917 0.00
H -2.5963 -2.2075 2.4795 0.00
H -2.6488 0.1015 1.8669 -0.01
H -8.1344 -0.9245 2.8351 0.00
H 6.5655 -4.9109 -5.8829 0.00
H -3.8029 0.5507 0.6375 -0.02
H -1.5781 -1.2461 3.5814 0.00
H -2.8953 -1.0263 -0.5561 0.00
H -1.2601 1.8660 5.7870 0.01
H 1.5328 6.3563 -0.6572 0.04
H -0.3411 -3.6421 -3.8922 0.00
H 7.3134 -4.5245 -4.3144 0.00
H 2.1539 2.6527 -1.4071 0.00
H -8.0642 0.3626 4.1342 0.00
H 0.4460 -2.8863 7.6969 0.00
H 1.0598 2.7601 -9.8932 0.00
H -1.6245 -6.6701 6.3470 0.00
H -0.9266 -2.5338 2.7477 0.00
H -1.5121 0.1713 -0.2618 0.01
H 0.4900 1.0760 -9.6308 0.00
H 6.2501 7.9293 1.0060 0.00
H 0.0870 2.6026 -4.7026 0.00
H -2.1059 -3.9851 -3.7714 0.00
H 2.1817 1.3898 -9.9246 0.00
H 6.7017 -3.2322 -5.4215 0.00
H -1.2329 -1.4060 -0.7764 0.00
```

Values from the calculation:
* spin multiplicity: 2
* LUMO energy (alpha / beta): 1.260 / 1.630 eV
* charge: -1
* HOMO energy (alpha / beta): -1.645 / -4.207 eV
* orbital gap (alpha / beta): 2.9 / 5.8 eV